[1]
Computed, not measured: 8 unconnected molecules or ions with the total composition C12H27N7O16S, with ωB97M-V with the def2-TZVPD basis set.

XYZ file:
```
63
Properties=species:S:1:pos:R:3:nbo_charge:R:1
H 4.111 2.889 -2.511 0.237
O 3.739 2.827 3.068 -0.355
H 2.937 2.098 -1.414 0.239
H -0.940 -3.126 1.723 0.250
N 2.038 -1.831 3.800 0.533
N 0.084 0.990 -0.418 -0.521
N -2.803 -3.778 2.535 0.537
N 4.646 -1.390 -2.488 0.536
N 2.110 3.528 -2.537 0.541
S -3.229 -4.408 -2.411 2.516
H -1.594 0.889 -1.600 0.215
H -3.104 6.154 0.272 0.235
H 2.884 0.108 3.743 0.221
O 1.559 -1.729 2.690 -0.382
H -1.973 4.871 0.856 0.223
N 2.812 2.927 2.309 0.543
H -2.204 -1.920 1.733 0.231
C -2.009 -2.984 1.590 -0.512
H -5.580 -2.724 -1.012 0.200
H 3.751 -1.276 -0.470 0.233
H 1.567 4.602 2.584 0.236
H 4.033 -1.283 3.993 0.242
H -4.050 -1.716 -3.413 0.193
C -0.842 0.276 -1.121 -0.056
C -4.699 -2.491 -2.978 -0.114
O 2.758 2.564 1.144 -0.402
H 2.999 -0.623 5.291 0.236
H -5.700 -2.310 -3.377 0.215
H -2.291 -3.101 0.550 0.239
O 5.273 -0.358 -2.354 -0.390
O -3.446 -4.696 2.097 -0.371
C 3.321 3.045 -1.784 -0.470
H -1.665 5.754 -0.683 0.243
C 0.896 0.116 0.269 -0.103
O -1.892 -3.962 -2.723 -0.906
H 3.549 3.841 -1.088 0.236
O -3.458 -5.809 -2.346 -0.869
H 1.704 0.428 0.903 0.216
C 3.706 -1.812 -1.412 -0.500
H 0.879 -2.096 0.239 0.221
O 1.817 -2.735 4.585 -0.362
H -4.282 -1.591 -0.988 0.212
O -4.279 -3.744 -3.473 -0.662
H 2.719 -2.042 -1.789 0.257
O 4.625 -2.055 -3.496 -0.367
H 4.203 -2.744 -1.108 0.229
C -0.493 -1.054 -1.122 -0.337
O -2.766 -3.452 3.692 -0.380
O 2.290 4.156 -3.562 -0.362
C -4.608 -2.511 -1.471 -0.104
O 1.035 3.390 -1.991 -0.417
H -1.067 -1.826 -1.609 0.237
H 1.500 3.381 3.889 0.234
C 1.532 3.539 2.816 -0.490
H 0.716 3.109 2.248 0.237
O -2.658 3.265 -1.022 -0.380
O -3.810 -3.652 -1.103 -0.678
O -4.437 4.477 -0.723 -0.368
N -3.236 4.256 -0.614 0.532
C 3.068 -0.848 4.230 -0.487
H 0.168 1.987 -0.514 0.432
C 0.502 -1.150 -0.120 -0.311
C -2.419 5.363 -0.007 -0.483
```

Calculated values
**SMILES string**: C[N+](=O)[O-].C[N+](=O)[O-].C[N+](=O)[O-].C[N+](=O)[O-].C[N+](=O)[O-].C[N+](=O)[O-].O=S1(=O)OCCO1.c1cc[nH]c1
**Relative energy (zero: lowest compared OMol25 entry of this formula, charge and spin)**: 13.6 kcal/mol
**DFT total energy**: -66888.663 eV
**Frontier orbital gap**: 0.283 hartree



[2]
Computed, not measured: 2 unconnected molecules or ions with the total composition C12H27NO5P, with ωB97M-V with the def2-TZVPD basis set.

XYZ file:
```
46
Properties=species:S:1:pos:R:3:nbo_charge:R:1
C -0.765 -0.591 4.642 -0.065
C 1.906 -0.235 -2.809 -0.318
H 0.311 -0.792 4.654 0.172
H 0.324 1.001 2.392 0.227
H -0.888 0.489 4.748 0.183
O -1.270 -1.047 3.387 -0.811
C 1.454 0.057 -4.324 -0.074
H -1.181 -2.403 5.731 0.212
H -2.516 -1.269 5.729 0.226
C 0.547 0.533 1.432 -0.638
H -4.112 -1.670 -0.270 0.217
O 1.647 1.428 -4.683 -0.546
H 3.776 1.223 -4.696 0.158
H -5.424 -1.914 1.883 0.196
H 3.707 0.033 -0.410 0.236
H 0.996 -0.440 1.639 0.234
H -0.446 0.051 -0.414 0.160
H 1.143 -0.933 -2.354 0.268
H 0.727 1.749 -2.339 0.279
C -4.625 -0.834 0.209 -0.631
H -1.239 1.337 0.504 0.175
H 3.011 1.299 -6.348 0.206
H 1.894 -0.669 -5.057 0.214
H 3.619 -1.665 -2.130 0.269
O -3.502 -1.396 2.291 -0.782
P -2.425 -0.177 2.576 2.320
H 0.336 -0.112 -4.325 0.213
C -1.428 -1.340 5.781 -0.632
C 1.676 1.192 -2.161 0.304
H 4.021 -0.473 -3.485 0.240
C -0.714 0.381 0.595 -0.074
H -5.189 -0.193 2.197 0.184
C -4.758 -1.069 1.703 -0.073
C 3.421 -0.647 -2.559 -0.423
H -5.607 -0.710 -0.252 0.222
H 3.086 2.773 -5.308 0.215
O -3.091 0.456 3.794 -0.899
C 3.807 0.423 -1.462 -0.232
H -4.037 0.066 0.005 0.186
H 2.751 2.403 -1.028 0.448
N 2.746 1.486 -1.479 -0.440
H 1.279 1.162 0.917 0.179
H 4.805 0.932 -1.508 0.249
H -1.099 -0.950 6.746 0.215
C 2.927 1.658 -5.288 -0.272
O -1.599 -0.604 1.135 -0.699
```

Calculated values
**Relative energy (zero: lowest compared OMol25 entry of this formula, charge and spin)**: 78.4 kcal/mol
**DFT total energy**: -33889.742 eV
**Frontier orbital gap**: 0.292 hartree
**Total charge**: +1



[3]
Computed, not measured: a molecular structure, C12H28AgF2N4O4, with ωB97M-V with the def2-TZVPD basis set.

XYZ file:
```
51
Properties=species:S:1:pos:R:3:lowdin_spin:R:1
H 3.152 -4.052 3.993 0.006
H 6.561 0.680 -2.491 0.000
H -3.139 0.842 0.593 0.004
H -4.832 -2.578 -3.140 0.005
H 6.164 1.920 -1.324 0.000
C -4.429 -1.567 -3.210 0.024
C 1.532 -1.682 3.986 0.028
H 2.609 1.165 -1.029 0.000
H -1.104 3.782 1.358 0.007
H 2.143 -0.819 4.251 0.005
H -5.126 -2.421 -0.731 0.013
H 2.649 -2.963 0.973 0.001
H 3.980 0.487 -0.059 0.001
H -4.376 1.798 -0.173 0.034
C -4.702 -1.417 -0.756 0.079
O -0.808 1.728 1.163 0.018
O 2.902 0.330 -3.300 0.000
F 0.498 1.626 -1.980 0.001
H -4.170 1.491 1.615 0.054
N -3.830 -1.198 -1.972 0.002
H -1.949 -0.866 -2.819 0.000
N 4.541 0.872 -1.927 0.000
H 1.249 -2.314 4.828 0.007
H -5.319 -0.946 -3.304 0.011
H -5.444 -0.629 -0.628 0.038
H 3.838 2.135 -0.327 0.000
C -2.547 -0.964 -1.900 0.004
H -4.332 4.055 1.903 0.085
O -1.979 -0.818 -0.820 0.003
H -4.128 4.497 0.316 0.058
F 0.729 -1.495 -2.364 0.000
C 3.683 1.187 -0.841 0.001
C 1.947 -2.418 1.623 0.004
N 2.294 -2.456 2.903 0.001
H 6.128 0.203 -0.816 0.001
N -2.770 2.872 0.946 0.007
H 4.940 0.320 -3.823 0.000
H 0.663 -1.230 3.507 0.004
C 3.426 -3.367 3.191 0.023
Ag -0.006 0.052 -0.245 0.004
H -4.045 -1.181 0.082 0.007
H -4.031 -1.447 -4.217 0.002
C 4.123 0.489 -3.105 0.000
C -1.481 2.781 1.094 0.018
C -3.531 4.196 1.177 0.272
C 5.930 0.900 -1.630 0.001
H -3.018 5.010 1.689 0.046
H 3.756 -3.980 2.353 0.003
C -3.694 1.777 0.676 0.111
H 4.281 -2.785 3.534 0.005
O 1.071 -1.603 1.182 0.002
```

Calculated values
**Multiplicity**: 2
**DFT total energy**: -36476.036 eV
**Frontier orbital gap (alpha / beta)**: 0.051 / 0.174 hartree
**⟨S²⟩**: 0.75
**Total charge**: -2



[4]
Computed, not measured: a molecular structure, C12H28AgF6O8, with ωB97M-V with the def2-TZVPD basis set.

XYZ file:
```
55
Properties=species:S:1:pos:R:3:lowdin_spin:R:1
C -0.344 -2.194 -3.004 0.017
H 1.800 -0.946 -4.399 0.000
C 3.848 2.476 -0.095 0.002
H -2.652 -4.097 1.765 0.000
H 2.904 1.059 -3.505 0.000
O 0.745 -0.650 2.637 0.003
H 1.416 -1.146 2.162 0.000
O -1.285 -2.652 1.985 0.001
C 0.779 -1.806 -1.952 0.078
C 3.493 0.143 -3.493 0.001
H 4.127 3.274 -0.783 0.000
H 0.127 2.342 -1.043 0.042
F -0.906 -3.257 -2.535 0.000
C -3.225 -0.419 -0.922 0.000
C 1.404 0.309 3.460 0.001
H 1.278 0.196 4.537 0.000
C -0.229 4.248 -0.204 0.014
Ag -0.998 -0.432 1.116 0.127
H -1.727 -4.041 3.358 0.000
H -4.602 -0.163 3.886 0.000
H 4.229 0.198 -4.296 0.000
H -0.733 -3.267 1.496 0.000
O 1.481 2.535 0.309 0.025
H 2.440 2.078 -1.546 0.001
H 2.476 0.221 3.282 0.000
F -0.921 4.553 -1.299 0.001
H -4.626 -1.005 2.270 0.000
H 4.023 2.770 0.940 0.000
F -1.393 -1.321 -3.050 0.004
F -0.983 4.786 0.747 0.003
C 0.122 2.731 -0.025 0.062
H -4.592 0.775 2.478 0.000
H 1.021 1.285 3.162 0.001
H -3.096 -0.944 -1.869 0.000
O 1.807 -0.891 -2.256 0.020
H 4.650 1.755 -0.250 0.000
C -4.231 -0.179 2.861 0.000
C -2.202 -3.487 2.548 0.000
C 2.478 -1.008 -3.549 -0.001
O 0.413 -1.483 -0.621 0.769
O -0.606 1.812 0.781 0.761
C 2.471 1.895 -0.472 0.001
H -3.524 -1.878 0.225 0.000
O -2.886 -1.164 0.153 0.007
H -3.057 -2.987 3.004 0.000
H 2.406 0.818 -0.315 0.000
H 2.982 -1.964 -3.692 0.000
H -2.665 0.484 3.765 0.000
F 0.826 5.050 -0.227 0.003
F 0.036 -2.526 -4.225 0.002
H -2.640 0.488 -1.073 0.000
H 1.474 -2.643 -1.886 0.052
H -4.233 -0.032 -0.771 0.000
O -2.835 0.043 2.929 0.001
H 3.932 0.258 -2.502 0.000
```

Calculated values
**Multiplicity**: 3
**Relative energy (zero: lowest compared OMol25 entry of this formula, charge and spin)**: 29.7 kcal/mol
**DFT total energy**: -49567.463 eV
**Frontier orbital gap (alpha / beta)**: 0.388 / 0.242 hartree
**⟨S²⟩**: 2.01
**Total charge**: +1